Density functional theory data (the ωB97M-V functional and the def2-TZVPD basis) for a 13-piece molecular cluster, C44H123N9O13 overall at a distorted geometry.

Summary:
**Relative energy (zero: lowest compared OMol25 entry of this formula, charge and spin)**: 17.9 kcal/mol
**HOMO level**: -0.3212 Eh
**DFT total energy**: -3220.9472 a.u.
**Frontier orbital gap**: 9.0755 eV
**Maximum force**: 1.44 eV/A
**Charge**: 0

Atoms and positions in Å:
C1 1.958 6.414 0.487
C2 2.526 5.027 0.204
C3 1.866 3.968 1.054
O1 2.438 3.989 2.357
C4 2.076 2.867 3.138
N1 2.364 4.743 -1.223
H1 0.868 6.426 0.435
H2 2.424 7.147 -0.173
H3 2.176 6.749 1.506
H4 3.601 5.087 0.423
H5 2.086 2.976 0.635
H6 0.780 4.084 1.124
H7 2.135 1.931 2.571
H8 1.072 3.034 3.533
H9 2.834 2.795 3.917
H10 2.819 5.458 -1.771
H11 2.744 3.822 -1.421
C5 0.495 -2.350 8.005
C6 -0.626 -2.690 7.062
C7 -0.691 -1.788 5.823
O2 0.571 -1.683 5.212
C8 0.597 -0.678 4.223
N2 -0.732 -4.097 6.664
H12 0.445 -2.942 8.921
H13 0.382 -1.313 8.342
H14 1.488 -2.420 7.557
H15 -1.516 -2.407 7.639
H16 -0.992 -0.808 6.223
H17 -1.405 -2.150 5.077
H18 0.463 0.287 4.725
H19 -0.236 -0.830 3.525
H20 1.506 -0.668 3.627
H21 -0.075 -4.272 5.907
H22 -0.421 -4.697 7.421
C9 2.539 -7.836 2.332
C10 3.088 -6.475 1.945
C11 1.945 -5.482 1.791
O3 1.182 -5.381 2.978
C12 0.070 -4.536 2.820
N3 4.103 -6.016 2.909
H23 1.844 -8.283 1.614
H24 1.956 -7.720 3.249
H25 3.322 -8.582 2.484
H26 3.570 -6.491 0.961
H27 1.308 -5.688 0.928
H28 2.459 -4.522 1.631
H29 -0.611 -4.917 2.048
H30 0.407 -3.541 2.507
H31 -0.514 -4.447 3.734
H32 3.553 -5.681 3.710
H33 4.520 -6.833 3.352
C13 1.319 1.433 -7.685
C14 0.645 1.630 -6.333
C15 1.012 2.955 -5.692
O4 0.437 3.138 -4.416
C16 1.010 2.325 -3.401
N4 -0.801 1.511 -6.523
H34 0.996 2.186 -8.412
H35 0.985 0.506 -8.155
H36 2.408 1.473 -7.630
H37 1.132 0.859 -5.708
H38 0.672 3.780 -6.320
H39 2.108 2.986 -5.631
H40 0.536 1.339 -3.418
H41 0.825 2.859 -2.470
H42 2.097 2.242 -3.497
H43 -1.272 1.923 -5.721
H44 -1.073 0.522 -6.485
C17 5.437 2.581 -4.466
C18 5.455 3.133 -3.045
C19 5.009 2.094 -2.015
O5 3.591 2.081 -2.027
C20 3.031 1.068 -1.226
N5 6.769 3.680 -2.668
H45 6.260 1.875 -4.619
H46 5.600 3.390 -5.183
H47 4.509 2.097 -4.771
H48 4.756 3.974 -3.055
H49 5.469 2.298 -1.042
H50 5.337 1.083 -2.293
H51 3.485 0.988 -0.231
H52 3.024 0.099 -1.731
H53 2.005 1.343 -0.974
H54 7.187 3.077 -1.965
H55 7.437 3.650 -3.430
C21 -0.663 5.830 4.260
C22 -1.899 4.958 4.484
C23 -1.627 3.822 5.456
O6 -2.787 3.029 5.552
C24 -2.750 2.115 6.618
N6 -2.985 5.798 4.983
H56 -0.873 6.774 3.759
H57 0.096 5.326 3.655
H58 -0.187 6.099 5.208
H59 -2.200 4.496 3.538
H60 -1.287 4.198 6.434
H61 -0.784 3.183 5.143
H62 -2.847 2.646 7.572
H63 -1.847 1.499 6.580
H64 -3.607 1.442 6.575
H65 -3.625 5.144 5.438
H66 -2.695 6.406 5.744
C25 -0.955 1.523 1.588
C26 -1.168 0.958 0.187
C27 -0.697 -0.491 0.092
O7 0.697 -0.573 0.231
C28 1.181 -1.842 -0.132
N7 -2.569 1.098 -0.166
H67 -1.741 1.262 2.300
H68 -0.899 2.614 1.590
H69 -0.009 1.168 2.007
H70 -0.493 1.510 -0.479
H71 -1.083 -0.957 -0.825
H72 -1.179 -1.047 0.917
H73 1.023 -2.042 -1.200
H74 0.808 -2.674 0.469
H75 2.267 -1.780 -0.022
H76 -2.774 0.730 -1.100
H77 -2.885 2.067 -0.232
C29 -0.751 -1.793 -4.278
C30 -2.173 -1.540 -4.734
C31 -2.842 -0.353 -4.063
O8 -2.964 -0.447 -2.656
C32 -3.968 -1.331 -2.206
N8 -2.241 -1.358 -6.200
H78 -0.756 -2.117 -3.237
H79 -0.171 -0.873 -4.376
H80 -0.310 -2.551 -4.927
H81 -2.766 -2.446 -4.525
H82 -3.838 -0.142 -4.474
H83 -2.221 0.526 -4.235
H84 -4.011 -1.266 -1.121
H85 -3.714 -2.369 -2.452
H86 -4.954 -1.157 -2.645
H87 -3.210 -1.484 -6.475
H88 -1.739 -2.119 -6.645
C33 2.550 -4.941 -2.033
C34 1.422 -5.958 -2.172
C35 0.027 -5.342 -2.217
O9 -0.255 -4.689 -1.005
C36 -1.588 -4.232 -0.975
N9 1.676 -6.686 -3.436
H89 2.544 -4.152 -2.789
H90 3.542 -5.396 -2.028
H91 2.532 -4.369 -1.097
H92 1.523 -6.675 -1.348
H93 -0.706 -6.108 -2.503
H94 0.027 -4.605 -3.034
H95 -1.721 -3.670 -0.048
H96 -2.292 -5.069 -0.973
H97 -1.826 -3.534 -1.786
H98 2.497 -7.257 -3.264
H99 0.921 -7.345 -3.612
C37 2.527 -1.773 -3.620
C38 4.022 -1.704 -3.362
O10 4.714 -2.111 -4.550
H100 2.318 -1.415 -4.624
H101 1.918 -1.236 -2.887
H102 2.198 -2.810 -3.503
H103 4.375 -2.235 -2.471
H104 4.405 -0.693 -3.196
H105 4.705 -3.072 -4.611
C39 -4.614 3.407 2.506
C40 -6.059 3.000 2.170
O11 -6.060 2.247 0.974
H106 -4.550 3.992 3.427
H107 -4.161 4.009 1.719
H108 -4.068 2.485 2.706
H109 -6.699 3.878 2.072
H110 -6.463 2.425 3.009
H111 -5.793 1.332 1.184
C41 -3.882 -1.200 3.364
C42 -4.394 -1.252 1.940
O12 -4.555 0.050 1.414
H112 -4.219 -0.292 3.868
H113 -2.790 -1.182 3.432
H114 -4.207 -2.036 3.990
H115 -5.342 -1.800 1.927
H116 -3.721 -1.813 1.277
H117 -3.759 0.304 0.849
C43 -3.720 3.278 -3.346
C44 -4.797 2.807 -2.391
O13 -4.454 3.287 -1.094
H118 -2.734 2.902 -3.087
H119 -3.743 4.358 -3.463
H120 -3.993 2.824 -4.308
H121 -4.842 1.708 -2.374
H122 -5.809 3.110 -2.676
H123 -5.112 3.019 -0.426